# 1
{
  "formula": "C17H45N4NaO8",
  "method": "ωB97M-V/def2-TZVPD",
  "symbols": ["Na", "N", "O", "O", "O", "C", "C", "C", "O", "H", "H", "H", "H", "H", "H", "H", "H", "C", "O", "C", "C", "N", "C", "C", "O", "C", "H", "H", "H", "H", "H", "H", "H", "H", "H", "H", "H", "H", "H", "H", "H", "C", "C", "C", "O", "C", "N", "H", "H", "H", "H", "H", "H", "H", "H", "H", "H", "H", "C", "C", "C", "O", "C", "N", "H", "H", "H", "H", "H", "H", "H", "H", "H", "H", "H"],
  "coordinates": [[0.648, -0.483, 0.300], [3.158, -2.076, 2.614], [3.926, -1.625, 3.436], [2.476, -1.403, 1.925], [2.976, -3.260, 2.568], [3.295, 3.639, -0.554], [3.433, 2.197, -0.194], [4.024, 1.898, 1.203], [2.179, 1.462, -0.324], [2.764, 3.667, -1.506], [4.276, 4.110, -0.627], [2.712, 4.158, 0.207], [4.089, 1.750, -0.941], [4.226, 0.831, 1.296], [3.311, 2.197, 1.971], [4.873, 2.547, 1.413], [1.632, 1.938, -0.954], [0.383, 1.402, 3.134], [-0.314, 1.170, 1.905], [-0.608, 2.419, 1.307], [-1.495, 2.142, 0.025], [-0.852, 1.379, -0.963], [-1.734, 0.628, -1.874], [-2.441, 1.561, -2.915], [-1.473, 2.205, -3.795], [-2.006, 3.237, -4.576], [1.237, 2.077, 3.084], [0.717, 0.452, 3.553], [-0.280, 1.910, 3.834], [0.304, 2.929, 0.998], [-1.140, 3.041, 2.027], [-1.873, 3.066, -0.414], [-2.417, 1.708, 0.414], [-0.388, 2.053, -1.554], [-2.501, 0.054, -1.354], [-1.153, -0.104, -2.435], [-3.062, 2.299, -2.407], [-3.116, 0.946, -3.509], [-1.200, 3.678, -5.163], [-2.620, 3.920, -3.990], [-2.703, 2.763, -5.267], [-3.448, -2.456, 2.692], [-3.234, -0.997, 2.264], [-3.323, 0.004, 3.487], [-3.401, 1.378, 3.110], [-3.279, 2.282, 4.225], [-1.910, -0.928, 1.646], [-3.043, -2.736, 3.664], [-3.072, -3.113, 1.907], [-4.516, -2.677, 2.680], [-3.964, -0.782, 1.483], [-2.492, -0.129, 4.180], [-4.202, -0.276, 4.068], [-3.837, 3.203, 4.054], [-2.275, 2.535, 4.565], [-3.777, 1.806, 5.069], [-1.282, -1.372, 2.300], [-1.521, 0.004, 1.653], [2.732, -2.785, -1.521], [1.408, -2.665, -2.238], [1.244, -3.932, -3.101], [2.308, -4.227, -3.964], [2.298, -5.621, -4.331], [0.399, -2.425, -1.209], [3.499, -2.910, -2.286], [2.736, -3.619, -0.819], [2.965, -1.877, -0.966], [1.409, -1.797, -2.898], [0.328, -3.918, -3.693], [1.012, -4.741, -2.409], [1.303, -5.927, -4.655], [2.603, -6.317, -3.550], [2.952, -5.752, -5.193], [-0.446, -2.683, -1.697], [0.563, -3.031, -0.418]],
  "mulliken_charge": [0.546, 1.019, -0.390, -0.293, -0.351, -1.513, 0.532, -0.971, -0.088, 0.444, 0.443, 0.304, 0.249, 0.189, 0.111, 0.429, -0.078, -0.900, 0.546, -0.616, -1.700, 0.325, -0.609, -0.830, -0.292, -0.769, 0.207, 0.343, 0.047, 0.241, 0.619, 0.478, 0.525, 0.356, 0.394, 0.069, 0.398, 0.544, 0.234, 0.326, 0.318, -1.658, 0.288, -0.766, -0.302, -0.800, -0.074, 0.361, 0.392, 0.445, 0.329, 0.338, 0.586, 0.228, 0.264, 0.392, 0.285, -0.280, -1.458, 0.519, -1.020, -0.356, -0.776, -0.355, 0.454, 0.400, 0.226, 0.217, 0.474, 0.451, 0.328, 0.318, 0.264, 0.198, 0.249],
  "orbital_gap_ev": [8.8, 4.5],
  "homo_ev": [-11.83, -11.83],
  "s_squared": 0.76,
  "lumo_energy_ev": [-3.03, -7.31],
  "e_tot_ev": -45103.1080,
  "charge": 1,
  "multiplicity": 2
}

---

# 2
{
  "formula": "C19H39NO2P2Zr",
  "method": "ωB97M-V/def2-TZVPD",
  "symbols": ["Zr", "P", "P", "N", "H", "C", "H", "H", "H", "C", "H", "H", "H", "C", "H", "H", "H", "C", "H", "H", "H", "C", "H", "H", "H", "C", "H", "H", "H", "C", "C", "C", "C", "C", "C", "H", "H", "H", "H", "H", "C", "O", "C", "H", "H", "H", "C", "H", "H", "H", "C", "C", "C", "C", "O", "H", "H", "H", "H", "H", "H", "H", "H", "H"],
  "coordinates": [[-0.663, 0.017, -0.069], [-1.072, -0.106, -2.636], [0.600, 0.808, 2.568], [0.556, 1.551, -0.425], [-0.803, -1.181, -1.188], [-2.596, 0.680, -3.148], [-2.782, 0.276, -4.146], [-2.436, 1.762, -3.194], [-3.416, 0.449, -2.465], [-1.093, -1.758, -3.325], [-1.302, -1.605, -4.379], [-1.872, -2.349, -2.848], [-0.123, -2.241, -3.190], [0.201, 0.752, -3.603], [0.050, 0.417, -4.633], [1.212, 0.503, -3.258], [0.063, 1.835, -3.519], [-0.462, 1.920, 3.635], [-0.173, 1.983, 4.693], [-1.485, 1.541, 3.556], [-0.460, 2.930, 3.213], [1.051, -0.453, 3.861], [1.261, -0.048, 4.865], [1.922, -1.034, 3.535], [0.215, -1.158, 3.955], [2.163, 1.854, 2.618], [2.644, 1.980, 3.609], [1.945, 2.852, 2.214], [2.894, 1.396, 1.936], [1.261, 2.581, -0.810], [1.501, 4.941, -1.510], [0.762, 3.879, -1.061], [2.638, 2.463, -1.098], [3.433, 3.480, -1.546], [2.926, 4.804, -1.790], [1.160, 5.972, -1.702], [-0.259, 4.122, -0.901], [3.147, 1.532, -0.972], [4.546, 3.398, -1.762], [3.587, 5.684, -2.173], [-2.949, -0.248, 1.272], [-2.424, 0.798, 1.520], [-4.214, -0.268, 0.393], [-4.716, -1.247, 0.127], [-4.028, 0.226, -0.606], [-4.895, 0.382, 1.026], [-2.784, -1.564, 2.117], [-3.168, -1.231, 3.139], [-1.713, -1.947, 2.122], [-3.330, -2.507, 1.729], [-0.239, -4.006, -0.357], [0.811, -3.138, 0.304], [1.075, -3.550, 1.757], [2.150, -3.213, -0.484], [0.374, -1.743, 0.308], [0.049, -5.060, -0.359], [-0.404, -3.665, -1.390], [-1.186, -3.874, 0.173], [1.432, -4.582, 1.813], [1.822, -2.881, 2.228], [0.142, -3.454, 2.335], [1.996, -2.882, -1.536], [2.914, -2.534, -0.044], [2.548, -4.241, -0.492]],
  "mulliken_charge": [0.198, 1.614, 0.983, -1.020, 0.282, -1.400, 0.433, 0.341, 0.395, -1.429, 0.585, 0.367, 0.252, -1.499, 0.515, 0.274, 0.396, -1.271, 0.406, 0.273, 0.339, -1.342, 0.449, 0.286, 0.292, -1.341, 0.422, 0.335, 0.308, -0.501, -0.490, -0.462, 0.138, -0.409, -0.319, 0.306, 0.472, 0.521, 0.235, 0.248, 0.698, -0.396, -0.944, 0.316, 0.082, 0.360, -0.517, 0.353, -0.162, 0.327, -1.252, 1.291, -1.346, -1.452, -0.089, 0.448, 0.110, 0.190, 0.437, 0.148, 0.285, 0.227, 0.298, 0.405],
  "orbital_gap_ev": [4.3, 4.3],
  "homo_ev": [-5.47, -5.47],
  "lumo_energy_ev": [-1.15, -1.15],
  "e_tot_ev": -45774.9451
}

---

# 3
{
  "formula": "C5H11NO",
  "method": "ωB97M-V/def2-TZVPD",
  "symbols": ["O", "C", "C", "C", "C", "C", "N", "H", "H", "H", "H", "H", "H", "H", "H", "H", "H", "H"],
  "coordinates": [[3.030, -0.610, -0.588], [1.970, 0.074, -1.013], [0.901, 0.376, 0.179], [-0.367, -0.602, 0.030], [-1.518, -0.130, -0.748], [-2.751, 0.121, 0.123], [1.617, 0.275, 1.470], [2.300, 1.089, -1.345], [0.412, 1.349, 0.040], [1.297, -0.509, -1.684], [0.141, -1.549, -0.208], [-0.640, -0.667, 1.117], [-1.770, -0.875, -1.486], [-2.061, 0.705, 0.736], [-3.598, 0.739, -0.221], [-3.208, -0.820, 0.520], [2.498, -0.135, 1.148], [1.748, 1.172, 1.930]],
  "mulliken_charge": [-0.348, -0.343, 0.144, -1.166, 0.225, -0.968, -0.610, 0.350, 0.477, 0.364, 0.553, 0.392, 0.359, 0.348, 0.333, 0.316, 0.309, 0.264],
  "orbital_gap_ev": [5.8, 6.1],
  "homo_ev": [-13.79, -13.91],
  "s_squared": 0.77,
  "lumo_energy_ev": [-8.04, -7.81],
  "e_tot_ev": -8886.7503,
  "charge": 1,
  "multiplicity": 2
}